Below is a structure of composition C23H22Cl3N7NiSSe, with properties calculated with ωB97M-V with the def2-TZVPD basis set.

Output
- LUMO (alpha / beta) (eV) = -6.57 / -6.56
- strongest force on any atom (eV/A) = 0.3
- charge = +2
- electronic energy (Eh) = -6960.9492

Element x y z (Å)
Ni -0.254 -0.306 -0.170
C 4.360 -0.438 -3.152
C 4.836 -0.362 -1.847
C 3.954 -0.302 -0.784
C 2.585 -0.316 -1.044
C 2.099 -0.402 -2.344
C 2.995 -0.459 -3.399
N 1.637 -0.243 0.034
N 2.125 -0.100 1.169
C 1.218 -0.051 2.246
C 1.745 0.023 3.527
C 0.850 0.052 4.585
C -0.510 0.004 4.317
C -0.937 -0.069 2.999
N -0.089 -0.091 1.974
H 5.059 -0.483 -3.977
H 5.900 -0.358 -1.657
H 4.322 -0.253 0.230
H 1.036 -0.415 -2.524
H 2.628 -0.516 -4.415
H 2.815 0.045 3.672
H 1.209 0.103 5.603
H -1.238 0.016 5.116
H -1.992 -0.124 2.756
C -1.874 3.321 1.228
N -0.443 3.520 1.060
C 0.344 4.326 1.849
C 1.598 4.266 1.346
N 1.561 3.419 0.262
C 2.711 3.103 -0.580
C 0.311 2.950 0.104
Se -0.300 1.827 -1.274
H -2.262 4.125 1.846
H -2.061 2.364 1.711
H -2.354 3.339 0.253
H -0.060 4.886 2.673
H 2.503 4.763 1.647
H 3.469 3.862 -0.414
H 2.407 3.107 -1.623
H 3.108 2.126 -0.321
S 0.022 -2.580 -0.547
C -1.424 -3.312 -1.142
N -1.400 -3.775 -2.417
C -2.391 -4.484 -2.994
C -3.527 -4.762 -2.284
C -3.610 -4.305 -0.966
C -2.575 -3.590 -0.400
H -0.548 -3.596 -2.935
H -2.218 -4.806 -4.010
H -4.320 -5.334 -2.741
H -4.488 -4.532 -0.376
H -2.608 -3.274 0.631
Cl -5.197 -0.994 -2.007
C -4.728 -0.316 -0.444
Cl -5.214 1.376 -0.317
Cl -5.401 -1.260 0.895
C -3.263 -0.369 -0.352
N -2.125 -0.345 -0.277

Results of the Löwdin charge analysis, in e, for atoms 1 through 2: -0.0475 -0.0408